159
Properties=species:S:1:pos:R:3:lowdin_charge:R:1 method="wB97M-V/def2-TZVPD" de_lowest_kj_mol=0.00 total_energy_ha=-2777.54263 gap_ev=8.986 fmax_ev_per_a=3.323 lumo_ev=0.45 multiplicity=1
C 6.108 -0.657 -0.861 -0.04
C 6.749 0.362 0.088 -0.38
C 7.681 1.323 -0.708 -0.19
O 6.981 1.896 -1.795 -0.22
C 7.830 2.656 -2.599 -0.10
N 5.704 0.997 0.897 0.05
H 5.496 -0.155 -1.561 0.06
H 5.421 -1.277 -0.303 0.06
H 6.787 -1.304 -1.387 0.08
H 7.364 -0.189 0.841 0.15
H 8.569 0.770 -1.072 0.13
H 7.949 2.077 0.072 0.13
H 7.303 3.079 -3.418 0.07
H 8.606 2.006 -3.026 0.09
H 8.336 3.357 -1.887 0.11
H 5.072 1.542 0.319 0.08
H 5.981 1.489 1.741 0.10
C -2.102 -2.255 2.083 -0.02
C -2.027 -2.799 3.524 -0.40
C -3.062 -3.957 3.798 -0.19
O -4.321 -3.636 3.287 -0.22
C -5.262 -4.559 3.618 -0.16
N -0.746 -3.397 3.898 0.01
H -3.116 -1.759 1.966 0.09
H -1.987 -3.120 1.424 0.06
H -1.361 -1.505 1.848 0.04
H -2.110 -2.013 4.307 0.11
H -3.117 -4.090 4.870 0.11
H -2.789 -4.898 3.194 0.15
H -6.263 -4.073 3.603 0.10
H -5.075 -4.967 4.610 0.08
H -5.251 -5.466 2.952 0.10
H 0.055 -2.707 3.962 0.09
H -0.456 -4.145 3.252 0.05
C 1.280 -4.502 -2.335 -0.06
C 1.577 -3.160 -1.713 -0.42
C 2.470 -3.339 -0.463 -0.21
O 1.659 -3.618 0.630 -0.19
C 2.308 -3.951 1.831 -0.08
N 2.045 -2.110 -2.639 0.03
H 0.925 -5.194 -1.585 0.07
H 2.160 -4.900 -2.783 0.07
H 0.549 -4.373 -3.132 0.08
H 0.601 -2.762 -1.376 0.12
H 2.979 -2.363 -0.234 0.11
H 3.210 -4.111 -0.628 0.12
H 1.514 -4.101 2.580 0.07
H 2.968 -3.166 2.151 0.06
H 2.778 -4.956 1.795 0.10
H 2.312 -1.213 -2.135 0.06
H 2.838 -2.472 -3.170 0.08
C 0.963 -0.135 -7.240 -0.06
C 1.374 0.397 -5.874 -0.40
C 0.813 1.808 -5.725 -0.20
O 1.631 2.676 -6.519 -0.20
C 1.075 3.957 -6.762 -0.11
N 0.776 -0.454 -4.820 0.04
H 1.133 0.604 -8.067 0.10
H -0.104 -0.342 -7.177 0.07
H 1.418 -1.091 -7.521 0.08
H 2.434 0.394 -5.814 0.12
H 0.837 2.140 -4.615 0.13
H -0.227 1.867 -5.955 0.11
H 0.135 3.988 -7.331 0.09
H 1.865 4.495 -7.311 0.09
H 0.903 4.488 -5.857 0.06
H 0.887 -1.398 -5.117 0.07
H 1.253 -0.502 -3.925 0.04
C -3.472 -0.520 6.543 -0.07
C -4.274 -0.244 5.292 -0.44
C -5.545 0.625 5.612 -0.20
O -6.463 0.653 4.526 -0.21
C -7.557 1.587 4.701 -0.08
N -3.450 0.308 4.249 0.07
H -2.434 -0.858 6.292 0.09
H -3.975 -1.186 7.215 0.07
H -3.437 0.433 7.067 0.07
H -4.683 -1.204 4.918 0.14
H -5.209 1.643 5.806 0.12
H -6.066 0.290 6.523 0.12
H -7.983 1.471 5.716 0.09
H -8.324 1.295 4.028 0.07
H -7.208 2.587 4.541 0.08
H -4.027 0.261 3.452 0.02
H -3.232 1.306 4.358 0.10
C -0.095 2.003 -1.785 -0.05
C 0.402 1.164 -0.640 -0.39
C -0.603 0.018 -0.330 -0.22
O -1.914 0.366 -0.074 -0.19
C -2.154 1.177 1.074 -0.08
N 1.700 0.514 -1.003 0.08
H 0.602 2.845 -1.992 0.07
H -1.100 2.358 -1.540 0.08
H -0.188 1.430 -2.734 0.07
H 0.526 1.737 0.247 0.11
H -0.198 -0.550 0.518 0.11
H -0.623 -0.730 -1.123 0.12
H -1.587 0.895 1.992 0.10
H -3.209 1.093 1.318 0.06
H -1.861 2.195 0.873 0.07
H 2.356 1.274 -1.150 0.05
H 1.998 0.008 -0.196 0.04
C 1.495 2.496 3.755 -0.14
O 0.149 3.029 3.548 -0.12
H 1.899 1.967 2.921 0.03
H 2.167 3.299 4.008 0.07
H 1.490 1.777 4.571 0.08
H 0.269 3.609 2.801 0.01
C -2.771 -0.462 -3.912 -0.16
O -1.986 -0.276 -5.072 -0.17
H -2.402 -1.248 -3.312 0.05
H -2.838 0.602 -3.506 0.10
H -3.800 -0.718 -4.205 0.07
H -1.070 -0.351 -4.795 -0.01
C 3.407 -0.555 2.915 -0.15
O 3.543 -0.698 1.489 -0.18
H 3.790 -1.379 3.458 0.05
H 3.935 0.347 3.316 0.09
H 2.372 -0.436 3.166 0.06
H 4.369 -0.215 1.213 0.02
C 4.156 3.453 -3.011 -0.14
O 4.036 2.601 -1.904 -0.14
H 5.000 4.143 -2.939 0.08
H 4.276 2.883 -3.912 0.08
H 3.267 4.042 -3.136 0.07
H 4.763 1.992 -1.946 0.03
C -1.292 5.874 -1.412 -0.18
O -1.743 5.142 -0.333 -0.11
H -0.815 5.160 -2.067 0.07
H -2.081 6.342 -2.006 0.09
H -0.562 6.678 -1.202 0.09
H -2.656 5.302 -0.103 0.10
C -3.375 -5.215 -0.630 -0.09
C -1.971 -4.742 -0.843 -0.33
O -1.171 -5.442 0.113 -0.08
H -3.357 -6.286 -0.699 0.07
H -4.054 -4.842 -1.398 0.08
H -3.805 -4.948 0.300 0.05
H -1.919 -3.649 -0.693 0.10
H -1.682 -5.033 -1.888 0.12
H -0.290 -5.096 0.115 0.03
C 2.804 4.283 0.673 -0.07
C 1.447 4.702 0.274 -0.34
O 0.649 5.034 1.375 -0.07
H 3.449 3.888 -0.142 0.07
H 2.824 3.537 1.468 0.06
H 3.330 5.097 1.168 0.08
H 1.055 3.886 -0.268 0.06
H 1.473 5.598 -0.430 0.13
H -0.240 5.273 1.074 0.07
C -6.231 -1.685 0.412 -0.08
C -5.449 -0.386 0.296 -0.32
O -5.147 0.268 1.498 -0.11
H -7.032 -1.662 1.144 0.07
H -5.591 -2.530 0.703 0.07
H -6.760 -1.959 -0.488 0.07
H -5.948 0.352 -0.421 0.13
H -4.451 -0.625 -0.153 0.11
H -5.921 0.312 2.055 0.07